12
Properties=species:S:1:pos:R:3:forces:R:3 method="wB97M-V/def2-TZVPD" total_charge=+1 s_squared=8.79 mol_weight_da=149.94 spin_multiplicity=6 relative_energy_ev=7.930 total_energy_ev=-40828.10747
O -0.54338 0.42743 -1.39228 0.94 -1.40 -0.38
C -0.73144 0.62631 -0.00376 0.15 0.74 3.80
C -0.11313 -0.48592 0.86881 -4.74 -2.70 -2.36
C 1.74466 -0.57862 0.74837 -4.69 5.78 -1.61
O 2.03379 -0.74618 -0.46015 1.55 -0.54 3.29
O 1.42601 0.36530 1.55799 6.28 -2.48 -1.36
Mn -1.26970 1.43628 -2.64731 -0.77 1.16 -1.00
Li 0.68984 -0.95024 -1.67651 0.16 -0.26 0.47
H -1.81153 0.63963 0.22652 0.37 -0.22 -0.25
H -0.39649 1.63244 0.29949 0.53 -0.02 -0.50
H 0.03508 -1.29957 1.59929 1.25 1.02 1.16
H -1.06371 -1.06687 0.87954 -1.01 -1.08 -1.25